(1)
Density functional theory data (wB97M-V/def2-TZVPD) for an isolated molecule of C3H3NOS3.

Computed properties:
LUMO in eV: -1.52
Net charge: 0
SMILES: NC(=O)C(=S)C(=S)S
Frontier orbital gap in eV: 7.55
E in eV: -39202.213
Energy relative to the best compared isomer or geometry (same formula, charge and spin) in kcal per mole: 5.3

Cartesian coordinates (Å):
C  -0.774  0.440  0.163
C  0.207  -0.604  -0.383
C  1.651  -0.364  -0.099
H  -2.538  0.600  1.106
H  -2.005  -1.042  0.853
H  1.266  1.630  -1.189
N  -1.829  -0.055  0.821
O  -0.565  1.631  -0.026
S  -0.305  -1.863  -1.255
S  2.401  1.043  -0.808
S  2.491  -1.416  0.817

Atom charges from the Löwdin analysis, given in e for atoms 1 to 2:
1 C -0.58
2 C -0.79

=====

(2)
Density functional theory data (wB97M-V/def2-TZVPD) for a cluster of 2 separate species, C3H3NS in total.

Computed properties:
LUMO (spin up / spin down) in eV: -2.19 / -2.19
Net charge: 0
Frontier orbital gap (spin up / spin down) in eV: 6.35 / 6.35
E in eV: -15478.750
Energy relative to the best compared isomer or geometry (same formula, charge and spin) in kcal per mole: 115.5

Cartesian coordinates (Å):
C  0.711  -0.099  0.279
C  2.011  0.365  0.181
C  -2.601  -0.716  -0.318
N  -0.408  -0.383  0.441
S  3.232  -0.359  -0.556
H  2.189  1.376  0.566
H  -2.956  -0.097  0.505
H  -2.178  -0.087  -1.099

Atom charges from the Löwdin analysis, given in e for atoms 1 to 2:
1 C -0.24
2 C -0.68

=====

(3)
Density functional theory data (wB97M-V/def2-TZVPD) for an isolated molecule of C3H3NS.

Computed properties:
LUMO in eV: -1.88
Net charge: 0
SMILES: CC(=S)C#N
Frontier orbital gap in eV: 7.81
E in eV: -15481.932
Energy relative to the best compared isomer or geometry (same formula, charge and spin) in kcal per mole: 42.1

Cartesian coordinates (Å):
C  1.573  -0.398  -0.414
C  0.224  0.150  -0.150
C  -0.004  0.551  1.136
H  1.291  -0.695  -1.604
H  1.639  -1.198  0.379
H  2.593  0.257  -0.229
N  0.052  0.560  2.372
S  -1.040  -0.256  -1.161

Atom charges from the Löwdin analysis, given in e for atoms 1 to 2:
1 C -0.16
2 C -0.88

=====

(4)
Density functional theory data (wB97M-V/def2-TZVPD) for a cluster of 2 separate species, C3H3NS2 in total.

Computed properties:
LUMO in eV: 0.00
Net charge: 0
SMILES: C=C=S.N=C=S
Frontier orbital gap in eV: 8.57
E in eV: -26317.927
Energy relative to the best compared isomer or geometry (same formula, charge and spin) in kcal per mole: 31.4

Cartesian coordinates (Å):
C  -1.813  1.669  1.470
C  -1.377  1.623  0.258
C  -3.332  -0.820  -0.355
N  -3.629  -0.238  -1.360
S  -2.943  -1.331  1.098
S  -0.610  1.532  -1.109
H  -2.667  1.063  1.778
H  -3.719  -0.449  -2.392
H  -1.502  2.544  1.952

Atom charges from the Löwdin analysis, given in e for atoms 1 to 2:
1 C -0.10
2 C -0.79

=====

(5)
Density functional theory data (wB97M-V/def2-TZVPD) for an isolated molecule of C3H3NS2.

Computed properties:
LUMO (spin up / spin down) in eV: 0.51 / -3.32
Net charge: 0
Multiplicity: 3
<S²>: 2.011
Frontier orbital gap (spin up / spin down) in eV: 8.51 / 6.47
E in eV: -26316.714
Energy relative to the best compared isomer or geometry (same formula, charge and spin) in kcal per mole: 0.0

Cartesian coordinates (Å):
C  1.111  1.454  0.177
C  0.743  0.091  0.193
C  -0.610  -0.315  0.401
N  1.291  2.584  0.231
S  1.889  -1.076  0.005
S  -1.592  -0.119  -1.127
H  -1.106  -0.041  1.279
H  -0.486  -1.377  0.516
H  -1.240  -1.201  -1.674

Atom charges from the Löwdin analysis, given in e for atoms 1 to 2:
1 C -0.30
2 C -0.87

=====

(6)
Density functional theory data (wB97M-V/def2-TZVPD) for a structure of composition C3H3NdO3.

Computed properties:
LUMO (spin up / spin down) in eV: -23.30 / -22.17
Net charge: +4
Multiplicity: 4
<S²>: 3.752
Frontier orbital gap (spin up / spin down) in eV: 3.61 / 4.74
E in eV: -24524.402
Energy relative to the best compared isomer or geometry (same formula, charge and spin) in kcal per mole: 0.0

Cartesian coordinates (Å):
O  0.549  0.298  1.435
Nd  5.044  1.712  2.108
O  2.747  0.923  1.306
C  1.635  0.575  1.163
O  0.110  -0.253  -1.820
C  -0.968  -0.489  -1.592
H  -2.807  -0.916  -1.522
C  -2.063  -0.648  -0.692
H  -1.887  -1.544  -0.075
H  -2.361  0.341  -0.311

Atom charges from the Löwdin analysis, given in e for atoms 1 to 2:
1 O 0.40
2 Nd 2.86

=====

(7)
Density functional theory data (wB97M-V/def2-TZVPD) for an isolated molecule of C3H3O2P.

Computed properties:
LUMO (spin up / spin down) in eV: -3.25 / -3.26
Net charge: 0
Frontier orbital gap (spin up / spin down) in eV: 7.17 / 7.17
E in eV: -16537.130
Energy relative to the best compared isomer or geometry (same formula, charge and spin) in kcal per mole: 127.0

Cartesian coordinates (Å):
C  -1.622  1.261  0.118
C  -1.624  2.442  -0.163
C  1.442  -0.267  0.050
O  -2.484  -1.476  -0.294
O  0.317  -1.155  -0.044
P  -1.501  -0.543  0.196
H  1.311  0.770  -0.275
H  2.220  -0.673  -0.676
H  1.942  -0.359  1.088

Atom charges from the Löwdin analysis, given in e for atoms 1 to 2:
1 C -0.41
2 C -0.08

=====

(8)
Density functional theory data (wB97M-V/def2-TZVPD) for the ion C3H3O2S with charge -1.

Computed properties:
LUMO in eV: 3.61
Net charge: -1
SMILES: O=C([O-])[C@H]1CS1
Frontier orbital gap in eV: 7.26
E in eV: -18090.112
Energy relative to the best compared isomer or geometry (same formula, charge and spin) in kcal per mole: 22.6

Cartesian coordinates (Å):
C  -2.478  -0.112  0.112
C  0.292  -0.050  0.494
C  -0.764  -0.478  -0.464
O  -2.470  0.650  1.009
O  -3.327  -0.620  -0.605
S  0.040  -1.847  0.449
H  1.215  0.353  0.130
H  -0.034  0.367  1.347
H  -0.437  -0.574  -1.596

Atom charges from the Löwdin analysis, given in e for atoms 1 to 2:
1 C -0.75
2 C -0.51